[1]
{
  "formula": "C11H12N2PPr",
  "method": "wB97M-V/def2-TZVPD",
  "symbols": ["H", "N", "N", "H", "C", "C", "C", "C", "C", "C", "Pr", "H", "C", "P", "C", "H", "H", "H", "H", "H", "C", "H", "H", "H", "C", "H", "C"],
  "positions_angstrom": [[1.800, -1.872, 1.904], [-0.921, -0.499, 0.091], [-4.463, -3.814, 2.477], [1.420, 0.018, 2.673], [0.693, 2.554, -2.318], [2.575, 1.823, -0.442], [-1.334, -0.265, 1.354], [1.987, 2.157, -2.784], [2.966, 1.895, -1.778], [-1.544, -1.454, -0.636], [1.102, 0.284, -1.354], [2.252, 2.178, -3.843], [-3.730, -3.072, 1.939], [1.992, -0.526, 1.482], [-2.485, -2.317, -0.064], [-0.891, 0.595, 1.868], [-1.285, -1.523, -1.703], [3.338, -0.426, 1.931], [3.308, 1.702, 0.364], [-0.605, 2.801, -0.615], [0.348, 2.426, -0.996], [0.003, 2.938, -3.076], [-2.507, -0.927, 3.040], [-2.930, -3.107, -0.665], [-2.824, -2.159, 1.283], [3.988, 1.683, -2.125], [-2.251, -1.093, 1.995]],
  "total_energy_ha": -1393.97210,
  "spin_multiplicity": 3,
  "gap_ev": [4.0, 3.9],
  "e_homo_ev": [-5.31, -5.23],
  "s_squared": 2.021
}

[2]
{
  "formula": "C11H12N3O",
  "method": "wB97M-V/def2-TZVPD",
  "symbols": ["H", "C", "N", "N", "C", "H", "H", "H", "H", "C", "H", "H", "C", "C", "H", "C", "N", "C", "H", "C", "H", "H", "H", "C", "C", "O", "C"],
  "positions_angstrom": [[-2.897, -2.853, 0.434], [-0.744, -0.185, 0.283], [2.584, 0.147, -0.411], [0.657, 1.727, 0.596], [-0.684, 1.223, 0.312], [1.255, 0.111, -1.908], [0.828, 2.702, 0.172], [2.957, 0.221, -2.234], [1.265, -2.869, 0.636], [0.458, -0.928, 0.405], [0.777, 1.763, 1.659], [3.423, 0.604, -0.156], [-2.987, 1.412, 0.006], [-1.981, -0.821, 0.182], [-4.038, -0.522, 0.012], [-3.143, 0.019, -0.030], [2.164, 0.591, -1.719], [-0.778, -3.000, 0.452], [2.940, 0.322, 1.795], [-1.975, -2.264, 0.230], [-3.828, 2.037, -0.342], [-1.633, 3.093, 0.370], [-0.723, -3.993, 0.492], [1.664, -0.034, 0.581], [0.413, -2.282, 0.472], [2.067, -0.026, 1.820], [-1.767, 2.032, 0.175]],
  "total_energy_ha": -665.56831,
  "de_lowest_kcal_mol": 22.0,
  "smiles": "N/[NH+]=C(/O)c1cccc2cccc(N)c12",
  "gap_ev": 8.4,
  "charge": 1,
  "e_homo_ev": -11.81
}

[3]
{
  "formula": "C11H12N6OS",
  "method": "wB97M-V/def2-TZVPD",
  "symbols": ["C", "H", "N", "N", "C", "C", "H", "H", "H", "H", "H", "C", "C", "H", "H", "C", "N", "H", "O", "H", "C", "H", "H", "S", "C", "N", "C", "C", "N", "N", "C"],
  "positions_angstrom": [[0.906, -0.719, -0.029], [-2.092, 3.511, -1.912], [1.806, 1.639, 0.169], [-1.021, -1.241, 1.396], [2.751, -2.455, -0.069], [-1.045, 0.951, -2.624], [-0.611, 1.752, -3.206], [3.565, -1.737, 0.091], [2.679, -2.608, -1.164], [-0.353, 0.129, -2.579], [-1.932, 0.611, -3.142], [-0.635, -0.654, 0.102], [1.440, -2.011, 0.487], [1.185, 1.927, -0.581], [-2.463, 4.090, 0.577], [1.621, 0.436, 0.719], [-2.273, -2.051, 2.907], [3.097, -3.376, 0.403], [2.109, 0.353, 1.837], [1.190, -0.668, -1.071], [-2.077, 3.130, 0.205], [-1.056, -1.289, -0.633], [2.057, 2.332, 0.874], [-1.585, 1.875, 1.296], [-1.213, 0.747, -0.038], [-1.125, -2.811, 2.884], [-1.862, 2.807, -1.101], [-1.368, 1.431, -1.236], [-2.225, -1.128, 1.997], [0.882, -2.684, 1.481], [-0.353, -2.291, 1.961]],
  "total_energy_ha": -1228.29009,
  "de_lowest_kcal_mol": 0.0,
  "smiles": "CC1=Nc2nnnn2[C@@H](c2sccc2C)[C@H]1C(N)=O",
  "gap_ev": 9.3,
  "e_homo_ev": -9.44
}

[4]
{
  "formula": "C11H12NO2",
  "method": "wB97M-V/def2-TZVPD",
  "symbols": ["H", "H", "H", "C", "H", "C", "H", "C", "C", "H", "H", "H", "C", "C", "C", "H", "H", "O", "H", "C", "C", "O", "C", "N", "H", "C"],
  "positions_angstrom": [[1.115, -2.051, 0.340], [5.437, 1.361, 0.175], [-0.252, 2.690, -0.322], [-3.176, 1.722, -0.985], [-3.232, 2.808, -1.246], [-0.867, -2.824, 0.209], [-3.322, 1.230, -1.975], [-2.736, -1.252, -0.045], [-2.244, -2.534, 0.181], [1.212, 0.834, 0.853], [4.959, 0.137, 1.555], [-2.984, -3.309, 0.349], [4.847, 0.530, 0.558], [-1.904, 1.227, -0.438], [0.052, -1.769, 0.162], [-0.569, -3.754, 0.647], [5.085, -0.242, -0.173], [3.201, 1.358, -0.876], [-3.762, -0.985, -0.223], [-0.638, 1.701, -0.152], [-1.816, -0.230, -0.148], [2.523, 0.735, 1.187], [-0.439, -0.475, 0.088], [0.157, 0.702, 0.366], [-4.018, 1.542, -0.315], [3.370, 0.847, 0.231]],
  "total_energy_ha": -631.65395,
  "de_lowest_kcal_mol": 27.5,
  "gap_ev": 7.5,
  "charge": -1,
  "e_homo_ev": -3.98
}

[5]
{
  "formula": "C11H12NP",
  "method": "wB97M-V/def2-TZVPD",
  "symbols": ["C", "P", "C", "N", "C", "C", "C", "H", "H", "C", "H", "C", "H", "C", "H", "H", "C", "H", "C", "H", "H", "C", "H", "H", "H"],
  "positions_angstrom": [[2.014, 1.038, 0.273], [3.651, 0.535, 0.200], [-1.163, -0.549, 0.900], [1.768, -1.197, -0.216], [1.110, -0.049, 0.061], [-2.550, -0.370, 0.973], [-3.149, 0.467, 0.070], [0.492, -2.320, -1.419], [-0.234, 1.413, -1.691], [-2.308, 1.021, -0.957], [0.677, 2.920, 0.348], [-0.380, 0.097, -0.019], [-0.588, -1.260, 1.647], [1.752, 2.516, 0.344], [-3.169, -0.943, 1.826], [0.450, -2.767, 0.426], [3.077, -1.034, -0.183], [-2.888, 1.608, -1.784], [1.133, -2.428, -0.471], [3.557, -1.942, -0.541], [1.837, -3.126, -0.532], [-0.933, 0.908, -1.012], [2.229, 3.108, -0.370], [2.094, 2.982, 1.213], [-4.240, 0.551, 0.218]],
  "total_energy_ha": -822.39507,
  "de_lowest_kcal_mol": 15.3,
  "smiles": "Cc1pcn(C)c1-c1ccccc1",
  "gap_ev": 8.7,
  "e_homo_ev": -7.95
}

[6]
{
  "formula": "C11H12NP",
  "method": "wB97M-V/def2-TZVPD",
  "symbols": ["C", "H", "C", "N", "H", "H", "C", "C", "P", "H", "C", "H", "H", "H", "H", "H", "H", "C", "C", "H", "C", "H", "C", "C", "C"],
  "positions_angstrom": [[0.294, 0.662, -0.019], [-4.627, 1.715, 0.895], [-2.232, -1.475, 0.722], [1.106, 1.637, 0.125], [-4.993, 2.350, -0.744], [-1.850, -3.011, -0.794], [-2.680, -0.199, 0.741], [-0.197, -1.720, -0.681], [-3.085, 0.706, -0.698], [2.910, 2.452, 0.147], [1.993, -0.864, -0.236], [-2.078, -2.034, 1.661], [0.264, -2.447, -1.422], [5.029, 0.636, 0.483], [-3.144, 0.044, 1.622], [4.807, -1.008, 0.077], [2.252, -1.971, -0.227], [2.973, 0.214, -0.171], [2.463, 1.501, 0.058], [-3.521, 3.172, 0.390], [-1.491, -2.018, -0.412], [4.944, 0.066, -1.140], [4.383, -0.018, -0.168], [0.607, -0.615, -0.266], [-4.125, 2.222, 0.056]],
  "total_energy_ha": -822.23916,
  "de_lowest_kcal_mol": 113.1,
  "gap_ev": [7.3, 7.5],
  "e_homo_ev": [-7.90, -7.35]
}

[7]
{
  "formula": "C11H12O3",
  "method": "wB97M-V/def2-TZVPD",
  "symbols": ["C", "C", "H", "H", "C", "H", "H", "C", "O", "H", "H", "H", "C", "H", "C", "H", "H", "H", "C", "O", "C", "O", "C", "H", "C", "C"],
  "positions_angstrom": [[-2.596, 2.185, -0.906], [-1.093, -1.852, -0.415], [-1.553, -2.842, -0.634], [1.019, -2.659, -0.538], [4.726, 0.047, 0.120], [-3.138, -0.558, 2.193], [-1.806, 2.468, -1.653], [0.317, -1.787, -0.367], [-1.935, 1.656, 0.284], [-3.111, 3.212, -0.743], [-3.309, 1.489, -1.465], [5.139, -0.912, -0.338], [-1.277, 0.486, -0.007], [0.474, 1.501, 0.260], [0.123, 0.467, 0.000], [3.038, 1.281, 1.064], [-4.103, 1.007, 0.979], [-4.912, -0.940, 1.250], [0.925, -0.606, -0.190], [5.559, 0.923, 0.257], [2.427, -0.647, -0.200], [-3.284, -0.890, -0.092], [-1.899, -0.780, -0.099], [2.928, -1.555, -0.790], [3.310, 0.284, 0.383], [-3.859, -0.298, 1.151]],
  "total_energy_ha": -651.89975,
  "de_lowest_kcal_mol": 123.6,
  "gap_ev": 8.8,
  "e_homo_ev": -8.92
}

[8]
{
  "formula": "C11H13BrCl2N4O5S",
  "method": "wB97M-V/def2-TZVPD",
  "symbols": ["C", "H", "Br", "C", "O", "H", "H", "H", "H", "H", "H", "N", "Cl", "O", "Cl", "N", "O", "H", "N", "C", "C", "C", "C", "H", "O", "H", "C", "N", "H", "C", "C", "O", "H", "H", "C", "C", "S"],
  "positions_angstrom": [[3.114, 1.489, -2.320], [-1.163, -2.340, 3.067], [-1.155, 3.410, 0.707], [1.246, 0.316, -0.780], [-6.942, -2.212, 3.773], [-3.399, -3.379, 1.706], [2.456, -1.078, 0.986], [0.385, -1.191, 2.122], [0.835, 2.714, -3.406], [1.945, 3.922, -4.181], [-1.353, -4.096, 2.781], [1.506, 4.004, -1.229], [4.695, 0.758, -1.928], [1.520, -0.992, -0.915], [4.433, 2.175, -4.625], [1.248, 2.648, -0.962], [-5.894, -2.843, 1.993], [2.091, -2.702, 0.215], [0.224, 0.970, -0.071], [1.728, 2.824, -4.064], [1.972, 4.498, -0.152], [0.355, -1.787, 1.165], [3.002, 2.115, -3.538], [-0.443, -1.406, 0.450], [-4.803, -1.949, 3.633], [-2.741, -1.720, 1.490], [1.721, -1.651, 0.366], [-5.884, -2.334, 3.135], [1.503, 2.443, -5.101], [0.174, 2.332, -0.152], [1.912, 1.481, -1.386], [0.018, -3.127, 1.462], [-2.246, -2.980, 0.299], [-0.496, 0.529, 0.507], [-1.197, -3.119, 2.248], [-2.487, -2.817, 1.393], [2.120, 5.094, 1.314]],
  "total_energy_ha": -4914.37157,
  "gap_ev": 3.1,
  "e_homo_ev": -6.11
}

[9]
{
  "formula": "C11H13BrFeO",
  "method": "wB97M-V/def2-TZVPD",
  "symbols": ["C", "H", "C", "H", "C", "H", "C", "C", "H", "C", "H", "C", "C", "C", "Fe", "C", "H", "H", "O", "C", "H", "H", "H", "H", "Br", "H", "H"],
  "positions_angstrom": [[0.164, 0.564, -3.341], [-0.696, 0.875, -3.941], [2.150, 0.665, -2.185], [-1.934, -2.459, 1.386], [-1.819, 0.902, 1.254], [-1.601, 1.239, -0.983], [-1.689, -0.908, -0.241], [-1.831, -1.426, 1.092], [1.115, 2.532, -2.797], [1.127, 1.441, -2.752], [-1.739, 1.891, 1.689], [0.838, 0.180, 3.810], [1.803, -0.744, -2.398], [0.573, -0.774, -3.089], [0.055, -0.145, 0.997], [-1.649, 0.541, -0.140], [0.069, -1.683, -3.424], [3.033, 1.046, -1.679], [0.784, 0.617, 2.473], [-1.941, -0.318, 1.992], [-2.248, -0.391, 3.024], [2.408, -1.626, -2.195], [0.193, 0.896, 4.349], [1.894, 0.258, 4.196], [2.118, -0.809, 0.131], [-1.662, -1.504, -1.150], [0.486, -0.857, 3.923]],
  "total_energy_ha": -4339.86735,
  "spin_multiplicity": 6,
  "de_lowest_kcal_mol": 0.0,
  "gap_ev": [6.9, 6.6],
  "charge": -1,
  "e_homo_ev": [-3.35, -4.19],
  "s_squared": 8.792
}

[10]
{
  "formula": "C11H13Cl3N4O5Ru",
  "method": "wB97M-V/def2-TZVPD",
  "symbols": ["H", "Cl", "N", "Ru", "Cl", "H", "C", "N", "C", "H", "C", "O", "C", "C", "H", "O", "C", "H", "C", "O", "C", "O", "H", "H", "H", "H", "H", "Cl", "N", "O", "H", "N", "H", "H", "C", "C", "C"],
  "positions_angstrom": [[-2.471, -2.258, 1.357], [-1.570, 5.589, 1.985], [-0.981, -3.445, -0.428], [0.079, 0.737, 0.322], [-3.325, 3.424, 2.812], [-0.998, -0.563, 2.487], [-1.467, -0.292, 1.538], [0.410, -2.876, -3.200], [4.062, 1.026, 0.948], [1.749, 3.526, 0.344], [-1.911, -1.521, 0.765], [0.378, -1.724, 0.074], [-1.795, 3.818, 1.998], [3.019, -0.572, -2.796], [2.993, 2.410, 2.192], [-2.857, 3.771, -0.118], [-1.894, 3.350, 0.483], [4.974, 1.627, 0.904], [2.846, 1.900, 1.228], [-0.269, 0.229, -1.837], [1.616, -0.684, -2.582], [-0.944, 2.613, 0.073], [-1.940, -3.716, -0.563], [4.174, 0.273, 1.731], [-0.330, -3.736, -1.145], [3.941, 0.515, -0.010], [3.508, 3.637, 0.100], [-0.467, 3.109, 2.919], [0.994, 0.336, -2.032], [1.702, 1.095, 1.347], [2.552, 2.466, -0.829], [4.153, -0.509, -2.979], [-2.571, -1.231, -0.061], [-2.308, 0.369, 1.749], [-0.742, -2.228, 0.116], [0.947, -1.897, -2.922], [2.656, 2.954, 0.143]],
  "total_energy_ha": -2497.60583,
  "spin_multiplicity": 6,
  "de_lowest_kcal_mol": 0.6,
  "gap_ev": [7.5, 8.5],
  "charge": -1,
  "e_homo_ev": [-4.74, -6.52],
  "s_squared": 8.764
}

[11]
{
  "formula": "C11H13ClInNO7S",
  "method": "wB97M-V/def2-TZVPD",
  "symbols": ["H", "C", "O", "O", "C", "In", "H", "O", "C", "H", "H", "C", "H", "C", "H", "S", "H", "H", "H", "H", "N", "O", "C", "C", "Cl", "C", "O", "C", "C", "H", "H", "O", "O", "H", "C"],
  "positions_angstrom": [[5.365, -0.283, 1.990], [-1.430, 1.657, -1.444], [0.892, -3.787, -1.968], [0.286, -3.051, 0.233], [2.405, -0.422, 0.541], [-0.469, -0.858, -0.424], [-6.474, 1.552, 0.432], [-1.216, -2.734, -1.516], [2.695, -1.313, -0.645], [-3.467, 3.009, -2.242], [4.795, -1.655, 1.051], [4.762, -0.569, 1.135], [4.002, 1.026, 3.006], [-3.182, 0.727, 0.237], [1.479, -2.040, -1.996], [-2.104, -0.299, 1.229], [2.546, 1.643, 2.197], [5.208, -0.128, 0.244], [2.788, -2.340, -0.277], [-4.789, 0.123, 1.513], [3.399, -0.087, 1.352], [-0.864, 0.522, -1.848], [-2.816, 1.547, -0.840], [3.075, 0.747, 2.514], [-0.219, -3.742, -1.009], [-4.508, 0.753, 0.679], [1.242, -0.033, 0.755], [-5.090, 2.370, -0.995], [-5.454, 1.558, 0.071], [-5.821, 3.006, -1.477], [3.624, -1.027, -1.135], [1.608, -1.183, -1.538], [-0.925, 2.740, -1.609], [2.437, 0.208, 3.212], [-3.779, 2.365, -1.430]],
  "total_energy_ha": -2056.80260,
  "gap_ev": 8.0,
  "e_homo_ev": -7.93
}

[12]
{
  "formula": "C11H13ClN2O2SSn",
  "method": "wB97M-V/def2-TZVPD",
  "symbols": ["H", "H", "N", "N", "H", "H", "O", "H", "H", "H", "C", "H", "C", "S", "C", "C", "C", "H", "C", "H", "O", "H", "C", "H", "H", "C", "C", "C", "C", "Sn", "Cl"],
  "positions_angstrom": [[4.849, 0.588, 0.756], [-3.670, -2.633, -2.276], [2.293, -0.247, 2.236], [2.892, 0.012, 0.222], [3.628, 1.981, 0.594], [4.181, 0.245, 2.972], [1.009, 2.010, -3.079], [-2.005, -2.988, -1.723], [-2.300, -1.749, -3.003], [2.988, 1.658, 2.838], [-3.032, 0.297, -1.264], [-3.323, 0.714, -2.253], [-0.123, 1.958, 1.224], [0.996, -1.900, 0.508], [3.365, 0.715, 2.373], [0.331, 1.188, -2.636], [-2.678, -2.185, -2.066], [1.772, -0.602, 3.028], [-2.744, -0.008, 1.006], [-2.719, 0.180, 2.065], [0.590, 2.711, 1.724], [-3.277, 1.971, 0.157], [2.098, -0.681, 0.988], [-2.528, -2.267, 0.907], [2.957, -0.085, -0.792], [-2.542, -1.283, 0.410], [-3.031, 0.937, -0.004], [-2.733, -1.110, -1.032], [3.795, 0.927, 0.934], [-0.584, -0.202, -0.580], [-0.451, -0.150, -4.233]],
  "total_energy_ha": -1758.90592,
  "de_lowest_kcal_mol": 0.0,
  "gap_ev": [5.8, 5.5],
  "charge": 2,
  "e_homo_ev": [-16.01, -15.94]
}

Question: Which formula does entry 8 have?
Answer: C11H13BrCl2N4O5S

Question: What is the formula in the tenth record?
Answer: C11H13Cl3N4O5Ru